[1]
Molecular formula: C31H32F5FeN2OP2S2Te
Method: DFT, ωB97M-V/def2-TZVPD

Atoms and positions in Å:
Fe  -1.7792  -0.8936  1.1813
S  -0.7790  1.1613  2.6062
P  0.6599  0.5489  1.3732
C  -0.2437  -0.2177  0.0502
P  0.2129  -0.8238  -1.5585
S  -1.2494  -1.4622  -2.6876
C  1.4157  -2.1320  -1.2052
C  0.8933  -3.3828  -0.8784
C  1.7526  -4.4094  -0.5219
C  3.1248  -4.1976  -0.5018
C  3.6443  -2.9536  -0.8278
C  2.7895  -1.9164  -1.1689
C  1.1004  0.4830  -2.4592
C  0.7842  1.8167  -2.2580
C  1.3390  2.8036  -3.0617
C  2.2249  2.4570  -4.0688
C  2.5330  1.1188  -4.2880
C  1.9593  0.1366  -3.5021
C  1.6483  1.9718  0.7896
C  2.9245  1.7652  0.2669
C  3.6633  2.8300  -0.2212
C  3.1329  4.1131  -0.1863
C  1.8665  4.3243  0.3369
C  1.1256  3.2572  0.8231
C  1.9507  -0.3989  2.2471
C  2.2339  -1.7423  2.0629
C  3.2342  -2.3473  2.8125
C  3.9404  -1.6225  3.7567
C  3.6458  -0.2801  3.9600
C  2.6577  0.3277  3.2073
H  -0.1799  -3.5304  -0.8789
H  1.3447  -5.3746  -0.2522
H  3.7916  -5.0034  -0.2238
H  4.7128  -2.7864  -0.8018
H  3.1937  -0.9412  -1.4084
H  0.0771  2.0933  -1.4825
H  1.0798  3.8391  -2.8899
H  2.6666  3.2240  -4.6926
H  3.2086  0.8414  -5.0869
H  2.1698  -0.9075  -3.7005
H  3.3454  0.7676  0.2540
H  4.6525  2.6597  -0.6261
H  3.7095  4.9475  -0.5632
H  1.4550  5.3251  0.3750
H  0.1421  3.4102  1.2518
H  1.6506  -2.3272  1.3722
H  3.4429  -3.3982  2.6623
H  4.7111  -2.1031  4.3463
H  4.1799  0.2899  4.7079
H  2.4233  1.3715  3.3760
F  -2.9141  -5.2991  1.3934
Te  -2.8407  -3.4651  2.2063
F  -4.4490  -3.3583  1.1881
F  -0.4927  -1.8551  2.1364
F  -2.0959  -2.7685  0.3111
F  -4.0992  -3.8359  3.6406
O  -3.0892  -1.5055  2.2936
C  -4.0460  1.0141  1.3289
C  -5.2601  1.6958  0.6599
N  -5.1863  1.6099  -0.7959
C  -3.9071  2.1620  -1.2232
C  -2.7264  1.3503  -0.6435
N  -3.2281  0.3291  0.2983
C  -4.1238  -0.6076  -0.4471
C  -5.2209  0.1962  -1.1738
H  -4.3297  0.2565  2.0549
H  -3.3986  1.7411  1.8192
H  -5.3089  2.7519  0.9372
H  -6.1929  1.2269  0.9796
H  -3.8607  3.2055  -0.9024
H  -3.8741  2.1469  -2.3145
H  -2.0313  1.9841  -0.0888
H  -2.1816  0.8314  -1.4312
H  -4.5205  -1.3063  0.2828
H  -3.4995  -1.1690  -1.1408
H  -6.2081  -0.2008  -0.9289
H  -5.0977  0.1367  -2.2573

Its HOMO-LUMO gap (alpha / beta) is 8.0 / 6.6 eV. The total energy comes out at -4895.55767 Ha. The spin multiplicity is 5. Its total charge is -1. As for the energy relative to the best compared isomer or geometry (same formula, charge and spin): 0.000 eV.

[2]
Molecular formula: C16H11IN2O2
Method: DFT, ωB97M-V/def2-TZVPD

Atoms and positions in Å:
O  2.7218  -2.4027  0.3870
C  1.6249  -2.0863  0.0077
N  0.8579  -2.3373  -1.1181
N  -0.0334  -1.1973  -1.3460
C  -0.9395  -1.0634  -2.4110
C  -0.9361  0.0455  -3.2451
C  -1.9444  0.1677  -4.2849
C  -2.9401  -0.8645  -4.4483
I  -4.6579  -0.6615  -5.7598
C  -2.9505  -1.9522  -3.6357
C  -1.9545  -2.0111  -2.5598
C  -0.0373  -0.3753  -0.2440
O  -0.6454  0.6717  -0.1305
C  1.0596  -0.8639  0.6148
C  1.6750  -0.4568  1.8001
C  1.4282  0.8042  2.5921
C  2.5032  1.3742  3.2676
C  2.3547  2.5117  4.0699
C  1.0763  3.0702  4.2666
C  -0.0435  2.3969  3.6763
C  0.1133  1.2810  2.7870
H  1.3555  -2.7144  -1.9266
H  -0.2466  0.8068  -3.0652
H  -1.8423  1.0345  -4.9467
H  -3.7707  -2.6463  -3.6100
H  -2.0360  -2.9163  -1.8399
H  2.4978  -1.0257  2.1757
H  3.4621  0.9956  3.2826
H  3.1832  2.8217  4.6848
H  0.9031  3.9442  4.8532
H  -1.0238  2.7538  3.7727
H  -0.8145  0.8953  2.3334

Its HOMO-LUMO gap is 8.3 eV. The total energy comes out at -1173.91445 Ha. The spin multiplicity is 1.

[3]
Molecular formula: C21H33N5O3
Method: DFT, ωB97M-V/def2-TZVPD

Atoms and positions in Å:
C  -1.4544  -2.6770  -3.5863
O  -0.4415  -2.7372  -2.6045
C  -0.6515  -3.7739  -1.6774
C  0.4296  -3.6669  -0.6099
C  0.2719  -4.7584  0.4472
N  -0.8902  -4.5073  1.2748
C  -2.0204  -5.2617  1.1009
O  -2.0113  -6.2403  0.3715
C  -3.2514  -4.8245  1.8615
C  -4.0024  -3.5292  1.4564
C  -5.2983  -4.2185  1.9272
C  -4.6002  -5.5753  1.7300
C  -4.9181  -6.3677  0.4381
C  -4.7451  -7.6762  1.2379
C  -4.8699  -6.8530  2.5412
C  -0.8060  -3.2298  1.9571
C  -0.6762  -2.0962  0.9536
N  0.4308  -2.3496  0.0307
C  0.9982  -1.2261  -0.5349
O  0.6883  -0.1136  -0.1560
C  2.1210  -1.3713  -1.5557
C  3.4415  -0.9166  -1.0244
N  4.1586  0.0197  -1.5831
N  5.3104  0.1574  -0.8517
C  5.2470  -0.6996  0.1233
N  4.0929  -1.4227  0.0651
C  3.6278  -2.4321  1.0163
C  2.9997  -1.7684  2.2352
C  4.7561  -3.3817  1.3930
H  -1.2223  -1.8425  -4.2432
H  -1.4915  -3.6005  -4.1739
H  -2.4358  -2.5122  -3.1275
H  -1.6516  -3.6923  -1.2299
H  -0.5913  -4.7574  -2.1609
H  1.3944  -3.8231  -1.0896
H  0.1604  -5.7319  -0.0233
H  1.1609  -4.7709  1.0859
H  -3.0048  -4.7696  2.9276
H  -3.7157  -2.5906  1.9292
H  -3.9941  -3.4000  0.3723
H  -5.4926  -4.0129  2.9821
H  -6.2075  -4.0464  1.3521
H  -5.9618  -6.2016  0.1608
H  -4.2801  -6.2236  -0.4290
H  -5.4794  -8.4632  1.0741
H  -3.7429  -8.0793  1.1094
H  -4.1737  -7.0756  3.3516
H  -5.8866  -6.8601  2.9393
H  -1.6735  -3.0709  2.5895
H  0.0783  -3.2461  2.6029
H  -1.6158  -1.9758  0.4013
H  -0.4775  -1.1548  1.4589
H  2.2029  -2.3682  -1.9810
H  1.8782  -0.6958  -2.3733
H  6.0001  -0.8369  0.8808
H  2.8604  -3.0003  0.4905
H  2.5875  -2.5252  2.9052
H  3.7523  -1.2004  2.7854
H  2.2031  -1.0846  1.9413
H  4.3636  -4.1877  2.0135
H  5.2162  -3.8178  0.5066
H  5.5290  -2.8708  1.9687

Its HOMO-LUMO gap is 9.7 eV. The total energy comes out at -1319.47642 Ha. The spin multiplicity is 1. As for the energy relative to the best compared isomer or geometry (same formula, charge and spin): 0.335 eV.

[4]
Molecular formula: C2H7ClNP
Method: DFT, ωB97M-V/def2-TZVPD

Atoms and positions in Å:
C  -1.2886  0.0023  -0.6477
C  1.2735  -0.0816  -0.4149
N  1.5524  -1.1830  0.3356
P  -1.6796  1.4686  0.3383
Cl  1.7974  1.4847  0.2414
H  -1.2818  -1.0241  -0.2966
H  -1.0647  0.1660  -1.6807
H  1.6205  -0.2346  -1.5220
H  1.1206  -1.2895  1.3506
H  1.6402  -2.0342  -0.2158
H  -0.5409  2.1064  -0.0729
H  -1.5005  0.9599  1.5234

Its HOMO-LUMO gap (alpha / beta) is 7.8 / 7.9 eV. The total energy comes out at -936.53797 Ha. The spin multiplicity is 1. As for the energy relative to the best compared isomer or geometry (same formula, charge and spin): 3.814 eV.